# 1
Below is one molecule with the formula C4H7NO2, with properties calculated with wB97M-V/def2-TZVPD.

Values from the calculation:
SMILES   NC(=O)C[C@H]1CO1
M   101.10 g/mol
Highest occupied orbital energy   -0.3692 hartree
Total energy   -9845.9127 eV

```
! wB97M-V def2-TZVPD RIJCOSX def2/J DEFGRID3
* xyz 0 1
N 1.72174 0.51048 1.76105
C -1.59526 0.08211 -1.53025
H 1.03318 -0.19733 -1.04336
H 0.93484 -1.39290 0.24775
H 2.26951 -0.33207 1.80878
O -1.25698 -1.29571 -1.65831
O 0.00636 1.68206 0.86724
H 1.88661 1.23882 2.43855
C 0.70088 0.68140 0.87628
C -0.95956 -0.64056 -0.43552
H -2.66099 0.30163 -1.48543
C 0.50254 -0.45406 -0.11881
H -1.58378 -0.95169 0.40412
H -0.99909 0.76783 -2.13208
*
```



# 2
Below is a 2-piece molecular cluster, C5H11O2 overall in a non-equilibrium geometry, with properties calculated with wB97M-V/def2-TZVPD.

Values from the calculation:
M   103.14 g/mol
Highest occupied orbital energy   -0.1419 hartree
Total energy   -9458.6086 eV

```
! wB97M-V def2-TZVPD RIJCOSX def2/J DEFGRID3
* xyz -1 1
O 2.87657 1.61181 0.17174
H -0.61122 -0.70996 -0.53802
H -1.81560 -1.31791 0.80634
H 0.93612 -1.87276 0.83089
H -1.78192 -1.97756 -0.64226
C -1.07532 -1.58517 0.02713
H 0.70473 2.43828 1.07785
C 1.86168 1.00924 -0.15201
H -0.14679 0.69419 0.82697
C 0.37428 1.55383 0.41550
O 1.79377 -0.00402 -0.91118
C 0.06892 -2.47383 0.35176
H -0.83207 1.38113 -1.47339
H -0.32977 3.12796 -0.79655
H 0.61879 -2.76829 -0.50975
H -1.64768 2.08121 0.03034
H -0.32538 -3.29491 1.06539
C -0.66913 2.10676 -0.58075
*
```



# 3
Below is C38H32Cl2N7O7PScTe as an isolated structure in a non-equilibrium geometry, with properties calculated with wB97M-V/def2-TZVPD.

Values from the calculation:
M   973.15 g/mol
Highest occupied orbital energy   -0.1675 hartree
Total energy   -127026.7223 eV

```
! wB97M-V def2-TZVPD RIJCOSX def2/J DEFGRID3
* xyz -1 1
H -4.34263 -1.63391 6.51795
H -2.43525 -3.57630 -2.63847
C -1.68082 -3.86602 0.47484
C -1.00939 -2.49796 -3.84409
N -2.25274 -1.15079 3.29480
C -2.26870 -2.55338 -2.99491
C -2.97311 -0.37217 5.43901
C 0.40088 0.49110 -1.63899
H -1.08757 -3.20184 -4.67062
H 6.76512 1.49595 -1.81164
H -0.58301 5.42062 1.64322
O -3.47324 -4.40683 2.63636
O -3.05644 -0.44593 0.03588
C 2.66012 0.90851 2.92887
C 0.11660 -4.39790 -1.06959
Sc -1.38591 -0.90324 0.98996
H 2.54625 4.26969 1.32217
C 3.23858 -0.82631 1.42089
Te -5.06623 -3.04933 -0.79214
Cl -2.56008 -7.37038 -1.21908
P -3.54629 -1.33670 -1.08284
H 4.57798 2.91441 1.68304
H 3.83845 5.09274 -2.66490
C 5.10803 3.79868 -1.52244
H 0.42152 -0.51911 -2.02674
H -3.88096 1.58981 -2.10182
N 0.93207 -0.39935 1.90882
O -1.55038 1.02827 1.78296
C -1.01657 2.06276 1.24992
H 7.97723 1.32717 -0.51120
O 6.35191 2.35076 0.02662
N -2.13562 -2.94829 1.40860
H -3.14607 -2.25337 -3.58568
O 2.34067 -2.98122 -0.06441
H -3.22608 -5.33284 0.63762
H 1.07464 -4.16473 -1.50476
C -3.76289 -1.49831 5.61576
O -2.13662 -1.68394 -1.87644
N -0.24185 0.67732 -0.50653
H -5.49708 1.22602 -3.93228
Cl 0.16484 -6.61553 -2.59497
C 7.26610 2.00717 -0.98129
H 3.93450 -1.44874 0.87977
H -4.34765 -3.36121 4.68283
C 1.87837 -1.08304 1.25881
C 4.37995 3.37371 0.72821
H 2.91468 1.71459 3.59930
C 3.99337 4.59531 -1.71802
C -0.50529 4.44082 1.18888
C 3.02422 4.73871 -0.72305
C 1.33382 0.57083 2.72055
N 1.97996 5.62909 -0.90175
H -2.92111 0.39838 6.19230
H -4.38826 0.11816 -4.73411
C -3.01102 -2.23855 3.46751
C -2.92559 -3.32813 2.42121
O -4.31498 -0.41367 -2.18828
H -2.67318 0.58006 -2.92724
C -2.30664 -5.06348 0.14380
H 0.55574 1.11091 3.24041
C -4.44756 1.00026 -4.10225
C -1.10087 3.35753 1.79808
C 3.64127 0.18826 2.26406
N 0.13557 -2.35431 0.32287
C -3.74660 0.73989 -2.77702
C 1.46329 -2.24773 0.39622
H 1.48081 1.34118 -3.30269
C -1.74396 -5.90271 -0.80498
H -1.62795 0.62367 4.10336
C 1.01021 1.53273 -2.34973
C -0.44130 -3.53297 -0.13640
H -3.98314 1.83549 -4.62090
C -0.54242 -5.56941 -1.41099
H -1.65455 3.49261 2.71686
C 3.25186 4.12493 0.51801
H -0.86998 -1.49558 -4.24711
H 7.79895 2.88918 -1.35700
H 1.41849 3.62302 -2.38642
H -0.15170 -2.77203 -3.23353
C 0.99255 2.80151 -1.82952
C 0.39050 3.03237 -0.57863
C -3.77657 -2.44809 4.61428
C 0.29403 4.31493 0.04946
C -0.26414 1.92275 0.02218
H 4.69060 0.40506 2.40436
C 5.30180 3.16675 -0.29809
N 0.83672 5.48160 -0.42987
H 5.82319 3.68727 -2.32532
C -2.24547 -0.24717 4.26814
*
```



# 4
Below is a 4-piece molecular cluster, C18H33ClN6 overall in a non-equilibrium geometry, with properties calculated with wB97M-V/def2-TZVPD.

Values from the calculation:
M   368.96 g/mol
Highest occupied orbital energy   -0.4688 hartree
Total energy   -40650.5886 eV

```
! wB97M-V def2-TZVPD RIJCOSX def2/J DEFGRID3
* xyz 2 1
H -1.05617 -3.50067 -2.34343
H 1.75922 2.09944 -4.62564
H 1.07937 -2.81143 3.58604
H 1.82896 0.43295 2.40584
C -1.81396 -2.86034 -1.87632
H 1.47714 -0.38676 0.89786
H -1.43662 -2.64888 -0.90384
H 6.11223 3.92331 -0.61770
H -2.32462 -1.97229 -3.71437
H 4.35767 2.46696 -4.90747
H 1.69567 3.80031 -4.07307
C -0.66314 -0.15889 2.66000
H 0.46494 -3.49870 5.76356
H -2.52588 -0.60811 3.81606
H -2.39262 -2.44917 5.23614
C 5.23703 2.59671 -2.83660
C 1.72438 2.73620 -3.73563
H 2.41094 -1.29236 2.13356
H 6.02420 1.25140 -0.12250
H -7.18596 0.31095 -1.00005
H -7.30932 -0.86789 -2.42756
C -1.50915 -0.83407 3.51924
H -0.39066 -2.15105 6.40363
H 4.52518 3.82315 0.19931
C 0.31510 -2.04690 3.40325
C -2.19032 -1.61247 -2.68304
C 4.30134 2.49980 -3.82119
C 3.26584 2.90279 -1.81620
H -2.57492 -0.28901 -0.38800
C -3.40927 -0.37927 -0.99806
H -0.79002 -3.80218 6.82097
H -1.42844 -0.89064 -2.72376
H -4.94734 0.68687 0.04129
N -5.41922 -0.30372 -1.82481
Cl 0.38999 1.79468 -0.32205
C -0.50871 -3.14548 6.02345
H 2.51911 2.94083 -1.11248
C 1.67326 -0.55535 1.97031
N 0.50049 -0.95466 2.69648
H -4.92063 -1.40672 -3.64465
H -0.86330 0.69950 2.01428
H 0.96897 2.42067 -3.02974
C -6.83698 0.04507 -1.99762
H 6.33516 2.48456 -2.83434
C -4.61075 0.11849 -0.76109
H 6.46040 2.38748 1.18010
N 3.05597 2.64777 -3.10727
C -4.64309 -0.95435 -2.67141
H -6.88905 0.96758 -2.62246
C 5.69352 2.08427 0.48563
H -2.68252 -3.51842 -1.76213
C 5.26428 3.27907 -0.36028
N -0.92834 -2.07520 3.84871
N 4.60364 2.88517 -1.60006
H 4.90679 1.61456 1.09160
N -3.38126 -0.99703 -2.19154
H -1.81969 -3.92742 4.36512
C -1.49884 -3.00109 4.89393
*
```



Taking the records one at a time from the top gives ΔE to the lowest compared entry with this formula, charge and spin values of 31.5 32.8 3.7 24.0 kcal per mole.